Record 1
Molecular formula: C4H10NO3
Method: DFT, ωB97M-V/def2-TZVPD

```
! wB97M-V def2-TZVPD RIJCOSX def2/J DEFGRID3
* xyz -1 1
O 0.561 1.755 0.360
C 1.369 0.934 0.889
O 2.602 0.867 0.700
C 0.729 -0.088 1.858
C -0.220 -0.966 0.955
C 0.675 -1.766 -0.019
N -0.189 0.594 2.810
H 1.549 -0.606 2.342
H -0.829 -0.203 0.481
H -0.814 -1.632 1.576
H 0.059 -2.450 -0.612
H 1.248 -1.074 -0.631
H 1.396 -2.385 0.518
H -0.760 1.111 2.164
H 0.338 1.333 3.262
H -4.267 0.147 -5.998
H -3.861 -1.146 -5.230
O -4.131 -0.803 -6.093
*
```

**Energy above the lowest of the compared OMol25 structures with the same formula, charge and spin**: 100.58 kJ/mol
**Lowest unoccupied orbital energy**: 2.777 eV


Record 2
Molecular formula: C4H10NO3
Method: DFT, ωB97M-V/def2-TZVPD

```
! wB97M-V def2-TZVPD RIJCOSX def2/J DEFGRID3
* xyz 0 2
C 0.772 -1.227 0.953
N 0.838 -0.035 0.337
C 2.059 0.808 0.464
C 0.058 0.156 -0.970
C -0.718 1.581 -1.113
O -1.934 1.367 -1.726
O 1.821 -1.565 1.474
H -0.230 -1.808 0.856
H 3.013 0.204 0.358
H 1.924 1.599 -0.180
H 1.940 1.374 1.427
H 0.847 0.088 -1.713
H -0.710 -0.523 -1.172
H -0.105 2.433 -1.332
H -0.926 1.846 -0.010
H -2.127 -0.265 0.704
H -2.218 -1.629 1.322
O -2.424 -1.174 0.424
*
```

**Energy above the lowest of the compared OMol25 structures with the same formula, charge and spin**: 266.06 kJ/mol
**Lowest unoccupied orbital energy (alpha / beta)**: 0.503 / -1.950 eV